[1]
This record from the OMol25 dataset describes a cluster of 5 separate species, C11H34N8O5 in total in a non-equilibrium geometry. The level of theory is ωB97M-V/def2-TZVPD.

Geometry as ORCA input:
```
! RIJCOSX wB97M-V def2-TZVPD def2/J DEFGRID3
* xyz 1 2
C -1.2858 3.8451 0.9535
C -1.4580 2.9628 -0.2161
C -0.1850 2.8864 -1.1707
O 0.4795 4.2022 -1.3873
C 1.5725 4.4907 -0.5292
N -2.0324 1.7411 0.2803
H -0.5918 3.3606 1.6403
H -2.2175 3.8422 1.5193
H -0.9670 4.8633 0.7304
H -2.1797 3.5058 -0.8263
H -0.6474 2.6174 -2.1204
H 0.5939 2.1774 -0.8902
H 2.1478 3.5997 -0.2777
H 1.2739 4.7615 0.4836
H 2.2412 5.3087 -0.7973
H -1.4689 1.2120 0.9304
H -2.8350 1.9265 0.8647
C 3.8417 -1.4094 1.1467
C 2.7166 -0.7275 0.2756
C 3.1752 0.2193 -0.9145
O 3.9527 1.4229 -0.5765
C 4.1761 2.2148 -1.7636
N 1.8541 -1.7453 -0.3487
H 4.8175 -1.4452 0.6625
H 3.6825 -2.3863 1.6032
H 3.8946 -0.8930 2.1052
H 2.0475 -0.2161 0.9676
H 2.2257 0.6083 -1.2822
H 3.6834 -0.3389 -1.7008
H 3.2793 2.2903 -2.3786
H 5.0276 1.8162 -2.3150
H 4.5393 3.2170 -1.5359
H 2.2835 -2.4840 -0.8873
H 1.0211 -1.3746 -0.7831
C -1.8274 -5.5071 -2.9510
O -1.7772 -6.5505 -3.5607
N -0.7657 -5.0999 -2.3292
N -2.9650 -4.8574 -2.7881
H 0.1609 -5.4936 -2.2478
H -0.9211 -4.3306 -1.6935
H -3.5771 -5.0111 -3.5766
H -3.0419 -3.9903 -2.2761
C -2.5220 -1.6763 -0.7553
O -2.6941 -2.8446 -0.8343
N -3.0572 -0.9051 0.1737
N -1.5573 -1.1251 -1.3931
H -3.0057 0.0761 -0.0603
H -3.7572 -1.1733 0.8505
H -1.1413 -0.2155 -1.2528
H -1.2224 -1.7437 -2.1179
C -1.4545 -0.4904 4.2915
O -0.3450 -0.2526 4.0119
N -1.7814 -0.5119 5.5518
N -2.4486 -0.8561 3.4995
H -2.3846 -1.3211 5.5908
H -0.9378 -0.5552 6.1055
H -3.4114 -0.7464 3.7841
H -2.2235 -0.8900 2.5155
*
```

Calculated values
Expectation value of S² = 0.7546
LUMO (spin up / spin down) = -3.48 / -8.77 eV
Frontier orbital gap (spin up / spin down) = 7.584 / 2.289 eV
Energy above the lowest of the compared OMol25 structures with the same formula, charge and spin = 204.9 kJ/mol
HOMO energy (spin up / spin down) = -11.07 / -11.06 eV
Electronic energy = -34106.536 eV

[2]
This record from the OMol25 dataset describes a structure of composition C11H35BN9O9Pd in a non-equilibrium geometry. The level of theory is ωB97M-V/def2-TZVPD.

Geometry as ORCA input:
```
! RIJCOSX wB97M-V def2-TZVPD def2/J DEFGRID3
* xyz -1 3
Pd -0.9043 -1.2950 2.6351
B 1.3332 -1.3224 1.8670
H 2.4627 -1.3413 1.7327
H 0.7899 -1.9035 1.0462
H 1.0061 -1.7350 2.8673
H 1.0175 -0.2180 1.7650
C -2.1073 -1.1524 5.1149
O -0.8651 -0.9659 4.9718
O -2.5521 -1.7347 4.0322
O -2.8436 -0.5298 5.9067
C -0.1317 3.0406 0.0747
O -1.3144 3.2569 -0.6739
C -1.5608 2.3364 -1.7139
C -0.7246 2.5414 -3.0078
N -0.8693 3.8520 -3.6421
C -0.1939 4.9316 -2.9503
C -0.1926 6.2339 -3.7125
O 0.3657 7.2088 -2.8316
C -0.3643 8.4390 -2.9355
H -0.0123 3.7855 0.8573
H 0.7399 3.0577 -0.5851
H -0.1071 2.0696 0.5805
H -2.5874 2.4286 -2.0668
H -1.2334 1.3690 -1.3256
H -1.1508 1.9434 -3.8153
H 0.3148 2.3795 -2.6929
H -0.4088 3.8004 -4.5448
H 0.8451 4.6099 -2.7840
H -0.6483 5.1318 -1.9811
H -1.1731 6.5653 -4.0613
H 0.4422 6.1592 -4.6046
H 0.0362 9.2767 -2.3703
H -1.4255 8.2975 -2.7216
H -0.3121 8.7490 -3.9852
C 1.7377 -3.5558 -1.6583
O 1.8612 -4.3984 -2.5545
N 2.5003 -2.4402 -1.5072
N 0.9682 -3.7834 -0.5741
H 2.5288 -2.0661 -0.5689
H 3.3494 -2.3916 -2.0429
H 0.4452 -4.6375 -0.5176
H 0.7358 -3.0077 0.0376
C -2.1047 -1.3243 -0.5727
O -1.8670 -1.4774 0.6266
N -1.3174 -1.7417 -1.5933
N -3.0896 -0.4829 -0.9743
H -1.4600 -1.3310 -2.4935
H -0.6652 -2.4808 -1.3770
H -3.2157 -0.3628 -1.9603
H -3.6797 -0.0600 -0.2807
C -1.4455 -4.5055 2.6559
O -0.7128 -3.5585 2.3781
N -1.4964 -5.7273 2.0093
N -2.4117 -4.4232 3.5882
H -0.7960 -5.7417 1.2808
H -2.3894 -6.1333 1.8054
H -2.5330 -3.5837 4.1505
H -2.7888 -5.3073 3.8761
C 4.3397 -3.5066 2.8381
O 5.0141 -4.5201 3.0786
N 3.0102 -3.5884 2.7080
N 4.8716 -2.2761 2.6212
H 2.5673 -4.3829 3.1340
H 2.3833 -2.7911 2.4960
H 4.1471 -1.5946 2.4575
H 5.8424 -2.0836 2.4880
*
```

Calculated values
Expectation value of S² = 2.0089
LUMO (spin up / spin down) = 2.02 / 2.01 eV
Frontier orbital gap (spin up / spin down) = 7.165 / 7.076 eV
Energy above the lowest of the compared OMol25 structures with the same formula, charge and spin = 0.0 kJ/mol
HOMO energy (spin up / spin down) = -5.14 / -5.07 eV
Electronic energy = -47969.665 eV